Record 1
84
Properties=species:S:1:pos:R:3:forces:R:3 method="wB97M-V/def2-TZVPD" e_lumo_ha="-0.4244 / -0.4234" relative_energy_kj_mol=0.0 total_charge=+3 homo_energy_ev="-17.1 / -17.1" gap_ev="5.53 / 5.59"
Ru -0.09519 0.38128 -0.36737 0.81 1.40 0.79
C -4.00274 -0.74490 1.14434 0.04 -0.13 -0.03
C -2.67789 -0.59485 0.48430 -0.28 -0.45 -0.10
N -1.80202 0.29879 0.76289 -0.18 0.23 0.51
N -1.80805 0.90462 2.01845 0.32 -0.06 -0.29
C -0.61031 0.95290 2.61534 -0.55 -0.02 0.08
N -0.49444 1.53103 3.78808 0.20 -0.05 0.10
S 0.75914 0.21780 1.84821 -0.13 -0.17 -0.63
C -2.17211 -1.61459 -0.47489 -0.11 0.39 0.26
C -2.93722 -2.64946 -0.93794 -0.18 -0.35 -0.15
C -2.31344 -3.69157 -1.63324 -0.19 0.08 0.05
C -0.94781 -3.65409 -1.80617 0.19 -0.03 0.01
C -0.23339 -2.55775 -1.33352 -0.04 -0.04 0.04
N -0.83132 -1.55717 -0.69032 -0.02 -0.01 -0.13
H -4.26562 0.10369 1.76677 0.00 0.03 0.03
H -4.05361 -1.65833 1.74194 0.06 0.01 -0.01
H -4.76904 -0.82705 0.36979 0.00 0.01 0.01
H -2.64783 1.32102 2.39273 -0.04 0.17 -0.08
H -1.27711 1.93100 4.28738 0.00 0.00 0.00
H 0.39877 1.52234 4.26118 -0.01 0.04 0.02
H -4.00160 -2.67090 -0.74472 0.03 -0.03 -0.05
H -2.89538 -4.52115 -2.01418 0.00 0.01 0.04
H -0.42080 -4.46138 -2.29701 -0.01 0.04 -0.01
H 0.83769 -2.48472 -1.46263 0.00 0.02 -0.03
C -1.31210 1.29371 -7.20890 0.04 0.00 0.01
C -1.99751 0.15085 -6.43518 0.01 0.04 0.04
C -1.52618 -1.20218 -6.98863 -0.04 -0.04 0.00
C -3.51411 0.26333 -6.60472 -0.02 -0.01 -0.01
C -1.58745 0.28249 -4.97968 0.04 0.01 -0.06
C -2.45509 0.74972 -3.98906 -0.02 0.02 0.00
C -2.02868 0.83004 -2.68330 0.12 0.03 0.07
N -0.78489 0.48851 -2.31924 -0.09 -0.11 -0.05
C 0.10300 0.10559 -3.26464 0.07 0.00 0.17
C -0.28116 -0.01918 -4.57812 -0.02 0.07 -0.15
C 1.47580 -0.12853 -2.76699 -0.18 0.08 0.28
C 2.54920 -0.39082 -3.58423 0.15 -0.09 -0.09
C 3.83445 -0.53739 -3.05608 0.01 -0.02 0.02
C 3.95631 -0.40296 -1.66936 0.07 -0.02 -0.06
C 2.85632 -0.13162 -0.89721 -0.30 0.00 -0.06
N 1.61982 0.00000 -1.42299 0.40 0.11 -0.25
C 5.05473 -0.80463 -3.91586 0.00 0.00 0.10
C 4.69312 -0.94514 -5.39275 0.03 -0.01 -0.04
C 6.02709 0.37624 -3.73759 -0.03 0.03 -0.04
C 5.72821 -2.10166 -3.43111 -0.06 -0.02 -0.02
H -1.62476 1.25736 -8.25262 0.01 -0.01 0.01
H -0.22391 1.20415 -7.18070 -0.03 0.00 0.00
H -1.58845 2.27029 -6.80699 -0.01 -0.02 -0.01
H -1.84550 -1.28824 -8.02707 0.01 -0.01 0.02
H -1.96394 -2.03623 -6.43392 0.01 0.03 -0.03
H -0.44018 -1.30920 -6.98014 -0.03 0.02 0.00
H -3.77154 0.04145 -7.63953 -0.01 0.02 0.01
H -3.88189 1.26968 -6.39359 0.02 -0.02 0.01
H -4.05187 -0.44869 -5.97296 0.02 0.00 -0.04
H -3.46358 1.05514 -4.22733 0.01 -0.03 0.01
H -2.67995 1.19447 -1.89723 0.00 -0.03 0.02
H 0.44503 -0.33463 -5.31237 -0.03 -0.02 0.00
H 2.39812 -0.45889 -4.65031 0.01 -0.02 0.01
H 4.91853 -0.48685 -1.18340 -0.02 -0.01 -0.01
H 2.95336 0.00179 0.17036 -0.03 0.04 0.02
H 4.26173 -0.02759 -5.80081 0.02 -0.01 0.01
H 4.00513 -1.77532 -5.57378 0.02 0.01 0.02
H 5.60101 -1.15282 -5.95713 -0.01 0.01 -0.03
H 5.56343 1.31874 -4.03654 0.03 -0.02 -0.01
H 6.90181 0.21226 -4.36689 -0.01 0.01 0.01
H 6.37505 0.47480 -2.70842 -0.02 -0.02 -0.01
H 5.05948 -2.95921 -3.53499 0.02 0.02 -0.01
H 6.05042 -2.04020 -2.39091 0.00 0.02 -0.02
H 6.61386 -2.28998 -4.03772 -0.01 0.00 0.01
O -2.01024 2.96891 0.31242 -0.08 -0.05 -0.03
C -0.94109 3.29897 -0.12582 0.25 -0.06 -0.11
N 0.08343 2.32584 -0.45883 -0.21 -1.04 -0.15
S 1.38260 3.09202 -1.31740 -0.19 -0.09 0.02
O 2.58065 2.80659 -0.60270 0.05 -0.08 0.02
O 1.23951 2.72957 -2.69106 0.09 -0.01 -0.06
C 0.79306 4.69566 -1.00750 -0.11 0.20 0.06
C 1.43689 5.87696 -1.31240 -0.03 -0.05 0.01
C 0.75193 7.05101 -1.01844 -0.04 0.07 0.02
C -0.52021 7.02946 -0.44320 0.04 0.00 -0.02
C -1.14343 5.83026 -0.13068 -0.01 0.06 0.01
C -0.46713 4.65460 -0.41681 0.17 -0.05 -0.04
H 2.42152 5.89812 -1.76060 -0.03 -0.02 0.00
H 1.21855 8.00110 -1.24384 -0.03 0.00 0.01
H -1.02284 7.96390 -0.23525 0.01 0.01 0.01
H -2.12223 5.80190 0.32906 0.01 0.01 -0.01

---

Record 2
77
Properties=species:S:1:pos:R:3:forces:R:3 method="wB97M-V/def2-TZVPD" smiles=Cc1ccc(C(B2OC(C)(C)C(C)(C)O2)c2ccc(C)cc2)cc1.COc1ccc(-c2ccc(C)s2)cc1 e_lumo_ha=0.0194 relative_energy_kj_mol=0.0 homo_energy_ev=-7.3 gap_ev=7.84
C -4.86838 -0.80452 3.70945 -0.16 -0.01 0.21
C -3.61873 -0.79635 2.88080 0.30 0.03 -0.29
C -3.09238 0.43887 2.48803 0.24 -0.18 -0.16
C -1.90925 0.50328 1.76225 -0.15 -0.02 0.09
C -1.25943 -0.65791 1.32947 -0.23 0.07 0.54
C 0.07114 -0.51437 0.63498 -0.43 -1.50 1.14
B 0.70792 -1.86411 0.02031 -0.06 2.67 -2.07
O 1.62826 -1.36770 -0.91987 -0.26 -1.17 0.30
C 2.15902 -2.49838 -1.60845 0.01 -0.24 0.39
C 2.43353 -2.06207 -3.03289 -0.08 -0.22 -0.32
C 3.45550 -2.89316 -0.89238 0.08 -0.14 0.00
C 1.00458 -3.57177 -1.39306 0.57 0.33 -0.55
C -0.10978 -3.41277 -2.42898 -0.20 0.10 0.05
C 1.50496 -4.99722 -1.38365 0.18 -0.23 0.06
O 0.47566 -3.20361 -0.07450 0.04 0.03 -0.21
C 1.22023 -0.28925 1.60531 0.43 0.59 0.78
C 2.32087 0.50880 1.24683 -0.49 -0.17 0.07
C 3.49122 0.48140 1.99022 0.13 -0.35 0.27
C 3.59869 -0.34031 3.12109 -0.40 0.10 -0.13
C 4.88028 -0.51448 3.87546 0.30 0.11 0.36
C 2.45782 -1.01365 3.56296 0.06 -0.08 -0.22
C 1.28432 -0.99904 2.81949 0.00 0.19 -0.42
C -1.80713 -1.89686 1.68697 -0.09 0.28 0.21
C -2.94892 -1.96343 2.49620 -0.14 0.34 -0.13
H -5.13817 -1.81943 4.01145 -0.04 0.13 0.00
H -4.71485 -0.19581 4.60965 -0.11 -0.19 -0.08
H -5.71498 -0.35963 3.16771 0.18 -0.17 0.07
H -3.61437 1.35412 2.77441 0.19 -0.17 -0.02
H -1.45245 1.47044 1.55303 -0.15 -0.12 -0.09
H 0.01766 0.28257 -0.11825 0.25 -0.36 0.04
H 2.72796 -2.91523 -3.65630 -0.04 0.13 0.04
H 1.55740 -1.57457 -3.47444 0.13 -0.14 0.09
H 3.25150 -1.33480 -3.04044 -0.09 -0.12 0.07
H 3.96635 -3.71514 -1.41338 -0.09 0.18 0.18
H 4.12904 -2.02730 -0.85760 -0.20 -0.16 -0.08
H 3.25270 -3.19000 0.14806 0.05 0.03 -0.31
H 0.26775 -3.67051 -3.42686 -0.09 0.04 0.22
H -0.94339 -4.08800 -2.19297 0.22 0.15 0.01
H -0.50450 -2.38536 -2.46305 0.19 -0.26 0.05
H 2.02722 -5.20856 -2.33096 -0.11 0.09 0.30
H 2.20037 -5.15403 -0.55114 -0.19 -0.08 -0.22
H 0.67490 -5.70859 -1.30630 0.12 0.16 0.09
H 2.24037 1.12388 0.35078 0.13 -0.18 0.12
H 4.35831 1.06026 1.67363 -0.17 -0.07 0.02
H 5.06288 -1.57067 4.10910 -0.05 0.18 -0.11
H 5.74199 -0.13914 3.31806 -0.10 0.00 0.05
H 4.83937 0.01448 4.83693 0.08 -0.04 -0.16
H 2.51121 -1.60611 4.47790 -0.03 0.12 -0.20
H 0.41516 -1.57022 3.14862 0.24 0.12 -0.05
H -1.32026 -2.81567 1.36859 -0.08 0.14 0.08
H -3.33246 -2.93013 2.83106 0.10 0.23 -0.18
C -4.33013 5.21943 2.06174 0.70 -0.15 -0.13
O -2.89896 5.16124 1.87513 -0.42 0.07 0.04
C -2.37463 4.39206 0.88412 0.12 -0.49 -0.71
C -0.99038 4.55346 0.59893 -1.05 0.18 0.62
C -0.40588 3.86747 -0.44020 -0.42 -0.52 -0.35
C -1.15966 2.96263 -1.22580 -0.56 0.44 1.27
C -0.60456 2.33712 -2.39787 0.25 -1.40 -1.83
C -1.26891 1.51839 -3.31163 0.65 0.55 0.63
C -0.54367 1.28685 -4.51435 0.95 0.73 0.16
C 0.68454 1.93412 -4.53516 -1.27 -0.94 0.54
C 1.62523 2.00571 -5.67746 0.51 -0.09 -0.07
S 1.02347 2.65045 -2.99611 -1.03 0.33 -0.22
C -2.51927 2.74976 -0.88180 0.89 0.15 -0.49
C -3.13257 3.46615 0.12782 0.32 0.64 0.65
H -4.46043 5.99400 2.81850 -0.12 -0.16 -0.12
H -4.85180 5.50299 1.13678 0.21 -0.05 0.16
H -4.72897 4.26240 2.42745 0.14 0.20 -0.07
H -0.40645 5.25033 1.20050 -0.23 -0.15 -0.13
H 0.64673 4.05298 -0.65501 -0.24 -0.11 -0.04
H -2.25670 1.11441 -3.12349 0.07 0.15 -0.12
H -0.90731 0.70600 -5.36042 0.01 0.22 0.19
H 1.11560 1.64092 -6.57500 0.19 0.06 0.11
H 1.95347 3.04042 -5.85068 -0.02 -0.32 -0.03
H 2.51109 1.37968 -5.49035 -0.13 0.22 -0.21
H -3.11074 2.03837 -1.45785 0.14 0.23 0.18
H -4.19591 3.31442 0.31894 0.35 0.05 0.03

---

Record 3
77
Properties=species:S:1:pos:R:3:forces:R:3 method="wB97M-V/def2-TZVPD" e_lumo_ha=-0.0598 relative_energy_kj_mol=679.4 homo_energy_ev=-4.6 gap_ev=3.00
C 1.34648 -3.53606 -6.83089 0.04 0.04 -0.30
C 0.96471 -3.36748 -5.39356 0.28 -0.18 0.18
C 1.54439 -4.20262 -4.43299 -0.57 -0.08 0.53
C 1.25225 -4.01277 -3.07859 0.57 -0.05 -0.45
C 0.55918 -2.87294 -2.68105 -0.88 0.10 0.55
B 2.47247 0.19140 2.63692 0.67 0.22 -1.03
C 0.53836 -2.42962 -1.20926 -2.19 -1.95 0.05
C -0.69580 -1.70759 -0.75646 -0.50 0.34 -0.20
C -1.38776 -2.26683 0.28098 0.34 0.26 0.22
C -0.76981 -3.36964 0.90480 -0.68 0.56 -0.70
C -1.31951 -4.01884 2.11722 -0.01 -0.07 0.10
S 0.46128 -3.99827 -0.07842 0.49 0.09 -0.40
O 3.15103 -0.93485 2.96264 -0.67 0.10 0.70
C 2.62274 -1.29710 4.28384 0.12 -0.16 0.54
C 1.93167 -2.64119 4.14845 -0.31 -0.36 -0.10
C 3.78279 -1.50589 5.24383 0.43 0.02 0.32
C 1.67650 -0.07573 4.69063 -0.07 0.04 0.55
C 0.20342 -0.40178 4.89235 -0.25 -0.23 -0.01
C 2.17466 0.71759 5.88445 0.21 0.17 0.41
O 1.73700 0.83684 3.55778 0.01 -0.55 -0.15
C -0.15254 -2.14056 -3.63548 0.16 -0.03 -0.37
C 0.06398 -2.38256 -4.99628 0.01 -0.18 0.27
H 0.85680 -2.76589 -7.43220 0.14 -0.15 -0.09
H 2.43375 -3.41661 -6.91950 -0.21 -0.03 -0.18
H 1.07827 -4.52202 -7.23753 0.06 0.25 0.16
H 2.19150 -5.03022 -4.74207 -0.31 0.25 0.08
H 1.55959 -4.75472 -2.33239 0.30 0.48 -0.30
H -0.91206 -0.71851 -1.16825 -0.11 -0.46 0.04
H -2.32858 -1.88005 0.66469 0.28 0.24 0.08
H -1.88441 -3.27441 2.68634 0.05 -0.14 0.01
H -2.01608 -4.80976 1.82171 0.03 -0.17 0.20
H -0.54588 -4.44132 2.76633 -0.11 -0.03 -0.13
H 1.42535 -2.90107 5.08886 0.04 0.01 -0.28
H 1.22254 -2.67893 3.31376 -0.01 0.16 0.22
H 2.68419 -3.41657 3.95339 -0.13 0.21 0.03
H 3.40403 -1.78029 6.23963 0.07 0.12 -0.22
H 4.41098 -2.33914 4.90837 -0.17 0.18 -0.09
H 4.43211 -0.63092 5.35239 -0.21 -0.15 -0.09
H 0.05591 -1.03933 5.77246 0.02 0.06 -0.16
H -0.35451 0.52912 5.05501 0.23 -0.16 -0.01
H -0.24222 -0.88903 4.01751 0.19 0.00 0.14
H 2.07957 0.14727 6.81663 0.06 0.05 -0.16
H 3.21933 1.02206 5.76502 -0.23 -0.07 0.01
H 1.58387 1.63274 5.99822 -0.01 -0.20 -0.13
H -0.88410 -1.39061 -3.32689 0.45 -0.08 -0.07
H -0.44994 -1.81016 -5.77131 0.07 -0.06 0.34
C 5.56792 -5.41213 -3.84374 0.31 0.19 0.60
O 5.78838 -5.10234 -2.44654 0.35 -0.20 -0.17
C 5.16531 -4.01943 -1.90508 -1.24 0.58 -0.49
C 4.67547 -4.09223 -0.58040 0.35 -0.45 -0.93
C 3.60926 -3.29191 -0.21714 0.03 0.16 0.20
C 3.05606 -2.37399 -1.11443 0.13 0.57 0.46
C 1.72580 -1.69896 -0.73890 3.13 1.94 0.83
C 1.71776 -0.18091 -1.07271 0.21 -0.25 -0.11
C 1.76260 0.76106 -0.03751 -0.99 -0.46 -1.42
C 1.36611 2.07042 -0.31393 0.46 0.22 -0.24
C 1.26572 2.51602 -1.64882 0.09 -0.15 0.29
C 0.83742 3.89292 -2.07374 -0.18 0.44 -0.05
C 1.54421 1.62201 -2.67585 -0.16 -0.54 0.13
C 1.64248 0.25966 -2.40114 0.07 0.31 0.14
C 3.77660 -2.08246 -2.27221 -0.37 -0.22 0.08
C 4.81008 -2.90658 -2.69479 0.22 -0.62 0.23
H 5.72527 -6.49238 -3.89572 0.03 0.21 -0.16
H 4.54876 -5.17517 -4.19217 0.31 0.09 0.38
H 6.30548 -4.89168 -4.47162 -0.23 -0.15 0.11
H 5.04658 -4.87397 0.07258 -0.05 0.03 -0.04
H 3.17881 -3.38611 0.78682 0.15 -0.04 -0.45
H 1.67835 -1.71305 0.36118 0.01 -0.02 -0.15
H 2.14160 0.42158 1.04949 -0.52 0.48 -0.45
H 1.16394 2.76596 0.50615 0.21 -0.11 -0.20
H -0.03274 3.82942 -2.74821 0.22 0.00 0.31
H 0.56392 4.53854 -1.23470 0.09 -0.10 -0.06
H 1.62270 4.39418 -2.65662 -0.07 -0.09 0.23
H 1.62026 1.99013 -3.69933 -0.27 -0.15 0.15
H 1.63050 -0.44729 -3.22980 0.12 0.17 0.25
H 3.47917 -1.25172 -2.89908 0.04 -0.14 0.00
H 5.26581 -2.74713 -3.67697 -0.14 -0.11 0.39